C3H8N2OS2 | ωB97M-V/def2-TZVPD

Last column: natural (NBO) charge in e.
Geometry (Å):
1 S -0.087 -2.092 -2.270  -0.127
2 S 1.019 -0.690 -1.378  0.089
3 O -1.060 0.146 2.486  -0.615
4 N -0.416 2.307 2.603  -0.813
5 N -0.638 1.726 -0.326  -0.835
6 C 0.428 -0.499 0.321  -0.570
7 C -0.487 1.102 1.999  0.673
8 C 0.177 0.990 0.618  -0.152
9 H 0.026 3.090 2.156  0.400
10 H -0.476 -1.060 0.559  0.263
11 H -0.619 2.345 3.586  0.405
12 H 1.184 -0.880 1.009  0.225
13 H 1.121 1.517 0.661  0.195
14 H -1.522 1.286 -0.534  0.369
15 H -0.136 1.908 -1.181  0.373
16 H 0.481 -3.292 -2.010  0.118

Properties
SMILES ... NC(=O)[C@H](N)CSS
Frontier orbital gap ... 9.72 eV
E_tot ... -1100.25424 Eh
Energy relative to the best compared isomer or geometry (same formula, charge and spin) ... 0.0300 eV
LUMO ... 0.0196 Eh
Multiplicity ... 1